{"formula": "C7H6Cl2INO", "method": "wB97M-V/def2-TZVPD", "symbols": ["C", "C", "C", "C", "C", "C", "C", "N", "O", "Cl", "Cl", "I", "H", "H", "H", "H", "H", "H"], "coordinates": [[-2.2996, 0.6384, 0.9882], [-1.4176, -0.4941, 2.7578], [-0.0168, 1.0578, 1.5688], [-1.0930, 1.3883, 0.7922], [-0.2573, 0.1357, 2.6383], [1.5589, -1.5703, -2.1907], [1.2446, -0.1108, -2.3004], [-2.4458, -0.2510, 1.9481], [1.2931, 0.1805, -3.6288], [-1.0806, 2.4787, -0.4784], [1.0833, -0.2513, 3.6480], [1.7928, 1.9818, 1.1641], [-3.1418, 0.8902, 0.3449], [-1.5904, -1.2177, 3.5027], [2.6849, -1.7044, -1.9477], [1.5596, -2.0198, -3.3539], [0.9180, -2.1652, -1.5178], [1.2073, 1.0331, -3.9353]], "max_force_ha_per_bohr": 0.100, "multiplicity": 1, "homo_lumo_gap_ev": 8.9}